Below is a single C7H12N2O3 molecule in a non-equilibrium geometry, with properties calculated with ωB97M-V/def2-TZVPD.

```
24
Properties=species:S:1:pos:R:3:lowdin_charge:R:1
C 0.448 -1.554 0.458 -0.1212
H 1.065 3.574 -0.577 0.0859
O -2.105 -0.306 0.444 -0.0173
H 0.251 -1.386 1.623 0.1702
C -1.401 -0.196 -0.696 -0.4031
H -3.715 -1.146 -0.459 0.0901
C 0.799 3.088 0.360 -0.0455
H 1.646 2.856 0.904 0.0458
H -4.151 0.397 -0.084 0.0940
N 1.215 0.128 -1.162 0.0943
H 2.334 -1.221 1.306 0.0800
C -3.549 -0.398 0.288 -0.0002
N 0.722 0.809 0.226 0.0488
H -3.785 -0.737 1.198 0.0530
H -0.158 -2.325 0.060 0.1049
C 1.975 -1.658 0.419 -0.1259
H 3.166 -0.202 -0.910 0.0756
O -1.855 -0.041 -1.814 0.1252
H 2.377 -1.405 -1.856 0.1387
C 0.116 -0.335 -0.343 -0.4217
O -0.053 1.950 0.057 -0.1441
H 2.196 -2.735 0.332 0.1102
C 2.316 -0.797 -0.888 -0.1493
H 0.145 3.640 1.115 0.1115
```

**Strongest force on any atom**: 3.854 eV/A
**Multiplicity**: 1
**Total charge**: 0
**Relative energy (zero: lowest compared OMol25 entry of this formula, charge and spin)**: 527.93 kJ/mol
**HOMO**: -0.3369 Ha


Below is a 2-piece molecular cluster, C6H18NO overall in a non-equilibrium geometry, with properties calculated with ωB97M-V/def2-TZVPD.

```
26
Properties=species:S:1:pos:R:3:lowdin_charge:R:1
C 0.666 0.913 0.717 -0.4299
O -5.708 1.118 0.599 -0.0509
H -0.451 -1.971 -2.305 0.1038
C 2.095 0.734 1.208 -0.0626
H 0.987 -1.325 -2.920 0.0993
C 0.628 -1.908 -2.085 -0.0416
H -0.878 2.385 0.815 0.0825
H 0.029 0.366 1.432 0.1145
H -5.859 1.966 1.029 0.0398
H -0.727 -2.471 -0.123 0.1652
H 0.711 -2.879 0.568 0.1795
H 1.059 -2.907 -2.180 0.0981
H 0.878 0.769 -1.415 0.1366
H 0.699 2.975 1.298 0.0891
C 0.910 -1.274 -0.758 -0.3317
N 0.117 -2.085 0.296 0.2306
H 0.301 2.803 -0.410 0.0911
H -4.775 0.930 0.543 0.0108
C 0.181 2.342 0.575 -0.0566
H -0.665 0.137 -0.817 0.1344
H -0.071 -1.557 1.148 0.1500
H 2.480 -0.291 1.210 0.0679
C 0.417 0.161 -0.631 -0.1429
H 1.940 -1.386 -0.445 0.1363
H 2.770 1.240 0.499 0.1022
H 2.267 1.216 2.156 0.0846
```

**Strongest force on any atom**: 2.061 eV/A
**Multiplicity**: 1
**Total charge**: +1
**Relative energy (zero: lowest compared OMol25 entry of this formula, charge and spin)**: 71.41 kJ/mol
**HOMO**: -0.5044 Ha